No. 1
{"formula": "C8H6ClO3P", "method": "ωB97M-V/def2-TZVPD", "symbols": ["O", "P", "Cl", "C", "C", "C", "C", "O", "C", "C", "C", "C", "O", "H", "H", "H", "H", "H", "H"], "coordinates": [[2.1071, 1.8305, -1.5344], [1.1847, 1.1109, -0.1673], [1.8088, 1.8312, 1.5221], [-0.5439, 1.5249, -0.2577], [-1.3883, 2.0836, 0.6428], [-2.6545, 1.7841, 0.1780], [-2.5200, 0.9932, -0.9492], [-1.1755, 0.8767, -1.2377], [1.3091, -0.6836, 0.0048], [2.0536, -1.4737, 0.8257], [1.6794, -2.7823, 0.4776], [0.7877, -2.7429, -0.5877], [0.5518, -1.4585, -0.8272], [-0.9494, 2.4533, 1.5246], [-3.5979, 1.9272, 0.5933], [-3.0786, 0.9618, -1.9106], [2.4789, -1.0803, 1.7871], [1.8452, -3.7295, 0.9960], [0.1017, -3.4266, -1.0801]], "atomic_forces_ev_per_a": [[-4.077, -3.384, 6.040], [3.970, 2.649, -7.687], [0.431, 0.393, 1.389], [1.021, -0.812, 0.178], [1.442, -0.632, -0.297], [-0.789, -1.621, -1.407], [0.780, 1.786, -1.493], [-0.984, 0.078, -0.009], [-0.323, 0.213, -0.449], [-0.657, 0.954, 1.588], [-0.842, -2.540, -0.552], [0.775, 0.576, 2.070], [-0.172, 1.690, -1.068], [-0.371, 0.807, 1.047], [-1.243, 0.743, 0.756], [-0.170, -0.683, 1.359], [0.102, -0.749, -1.436], [0.507, 0.554, -0.130], [0.599, -0.022, 0.100]], "mulliken_charge": [-0.676, 0.925, -0.255, 0.183, -0.169, -0.543, -0.356, -0.253, 0.166, -0.156, -0.433, -0.323, -0.288, 0.421, 0.431, 0.304, 0.288, 0.332, 0.400], "orbital_gap_ev": 9.128, "energy_ev": -36343.9626, "spin_multiplicity": 1, "smiles": "O=P(Cl)(c1ccco1)c1ccco1"}


No. 2
{"formula": "C19H27FN4O4S", "method": "ωB97M-V/def2-TZVPD", "symbols": ["C", "N", "C", "O", "C", "C", "C", "S", "N", "O", "O", "N", "C", "C", "C", "C", "C", "C", "N", "C", "O", "C", "F", "C", "C", "C", "C", "C", "C", "H", "H", "H", "H", "H", "H", "H", "H", "H", "H", "H", "H", "H", "H", "H", "H", "H", "H", "H", "H", "H", "H", "H", "H", "H", "H", "H"], "coordinates": [[-1.2465, 1.2700, 0.5484], [0.1680, 1.1450, 0.1883], [0.7790, 2.3960, -0.0440], [0.9750, 2.8600, -1.1487], [1.1008, 3.1487, 1.1792], [1.1406, 2.6892, 2.5155], [1.5163, 3.7601, 3.2843], [1.7586, 3.7759, 5.0010], [0.5582, 4.7836, 5.5344], [1.5193, 2.4385, 5.4491], [2.9771, 4.4641, 5.3143], [1.7096, 4.8567, 2.4696], [2.1265, 6.1855, 2.8894], [1.4607, 4.4831, 1.1983], [0.4065, 0.1617, -0.8932], [0.3229, -1.2558, -0.3022], [1.3300, -2.2461, -0.8930], [1.4437, -2.1749, -2.4188], [0.1762, -1.8681, -3.0843], [-0.9251, -2.6655, -3.0396], [-2.0525, -2.2380, -3.2572], [-0.7868, -4.1108, -2.7008], [0.4216, -4.7113, -2.8857], [-1.7885, -4.8365, -2.2391], [-1.8830, -6.2676, -1.7658], [-3.2658, -5.9141, -1.1488], [-3.2190, -4.5403, -1.8737], [-0.0679, -0.4467, -3.3360], [-0.5231, 0.3284, -2.1040], [-1.6404, 0.2856, 0.7995], [-1.3472, 1.9084, 1.4255], [-1.8475, 1.6964, -0.2603], [0.9410, 1.6947, 2.8761], [-0.2895, 4.2722, 5.7496], [0.8902, 5.3151, 6.3308], [2.1306, 6.8295, 2.0143], [1.4277, 6.5791, 3.6252], [3.1207, 6.1488, 3.3277], [1.5538, 5.1759, 0.3785], [1.4344, 0.3492, -1.2182], [0.4912, -1.1935, 0.7746], [-0.6910, -1.6447, -0.4399], [2.3226, -2.0588, -0.4738], [1.0511, -3.2580, -0.5901], [2.1207, -1.3686, -2.6990], [1.8721, -3.0912, -2.8125], [-1.9382, -6.9804, -2.5902], [-1.0990, -6.5983, -1.0852], [-4.0907, -6.5715, -1.4139], [-3.2291, -5.8231, -0.0647], [-3.3886, -3.6407, -1.2842], [-3.8606, -4.4792, -2.7531], [0.8628, -0.0273, -3.7229], [-0.8249, -0.3664, -4.1129], [-1.5293, -0.0080, -1.8444], [-0.5750, 1.3839, -2.3736]], "atomic_forces_ev_per_a": [[0.103, 0.028, 0.416], [0.107, -0.167, -0.591], [-0.714, 0.389, 0.195], [0.508, -0.252, -0.017], [0.009, 0.002, -0.013], [0.001, -0.005, 0.013], [-0.013, 0.013, 0.001], [-0.007, 0.002, -0.006], [0.002, -0.019, 0.018], [-0.002, 0.000, -0.002], [0.004, 0.003, 0.001], [0.017, -0.004, -0.002], [-0.003, 0.000, 0.006], [-0.013, -0.004, 0.000], [-0.012, 0.012, 0.004], [0.003, -0.005, 0.004], [0.004, 0.011, -0.009], [0.004, -0.006, 0.001], [-0.002, -0.007, 0.013], [-0.002, 0.007, -0.016], [0.008, 0.009, -0.001], [-0.018, -0.002, 0.019], [0.003, 0.002, -0.003], [0.005, -0.041, -0.016], [0.035, -0.004, 0.022], [-0.015, -0.013, -0.006], [-0.032, 0.034, -0.006], [-0.003, 0.001, -0.013], [0.008, 0.002, 0.001], [0.000, 0.001, 0.001], [-0.002, -0.002, -0.001], [0.004, -0.002, -0.005], [-0.001, 0.000, -0.001], [-0.001, 0.003, -0.006], [0.002, 0.006, -0.007], [0.002, -0.001, -0.001], [-0.001, 0.000, -0.004], [0.004, -0.002, -0.001], [-0.002, 0.001, 0.000], [0.003, 0.000, 0.004], [0.001, 0.006, -0.001], [0.001, -0.002, -0.003], [-0.001, -0.007, 0.003], [-0.009, -0.002, -0.002], [0.001, 0.002, 0.001], [0.005, 0.010, 0.000], [-0.029, 0.019, -0.014], [-0.008, 0.011, 0.014], [0.001, -0.001, -0.019], [0.022, 0.019, 0.001], [0.018, -0.012, 0.024], [0.009, -0.029, -0.004], [0.002, -0.001, 0.003], [-0.003, -0.001, 0.005], [-0.002, -0.002, 0.002], [-0.002, -0.002, -0.001]], "mulliken_charge": [-1.110, 0.279, 0.091, -0.648, 0.083, 0.654, -1.356, 1.237, -0.558, -0.649, -0.665, 0.193, -0.936, -0.511, -0.087, -0.926, -0.722, -1.186, 0.186, 0.595, -0.672, 0.093, -0.416, 0.511, -0.696, -0.408, -0.566, -1.810, -0.173, 0.321, 0.457, 0.317, 0.699, 0.267, 0.287, 0.347, 0.308, 0.332, 0.464, 0.468, 0.502, 0.279, 0.474, 0.364, 0.512, 0.388, 0.262, 0.276, 0.266, 0.280, 0.252, 0.228, 0.529, 0.410, 0.346, 0.537], "orbital_gap_ev": 9.545, "energy_ev": -47843.2066, "spin_multiplicity": 1, "smiles": "CN(C(=O)c1cc(S(N)(=O)=O)n(C)c1)[C@H]1CCCN(C(=O)C(F)=C2CCC2)CC1"}


No. 3
{"formula": "C27H24N6RhSSe2", "method": "ωB97M-V/def2-TZVPD", "symbols": ["Rh", "N", "C", "S", "N", "N", "C", "C", "C", "C", "C", "C", "C", "C", "C", "C", "C", "C", "N", "H", "H", "H", "H", "H", "H", "H", "H", "H", "H", "H", "Se", "C", "C", "C", "C", "C", "C", "H", "H", "H", "H", "H", "C", "N", "C", "Se", "N", "C", "C", "C", "C", "C", "C", "H", "H", "H", "H", "H", "H", "H", "H"], "coordinates": [[1.2869, -1.2113, 0.6168], [3.8289, -0.3574, 3.8354], [2.8175, -0.7927, 3.0746], [3.1537, -2.0409, 1.8883], [1.6248, -0.2722, 3.2925], [0.7201, -0.8424, 2.4636], [-0.4787, -1.1300, 2.8296], [-1.0480, -0.8084, 4.1527], [-0.5775, -1.4523, 5.2931], [-1.1494, -1.1713, 6.5231], [-2.1816, -0.2471, 6.6166], [-2.6477, 0.3962, 5.4795], [-2.0846, 0.1142, 4.2434], [-1.1655, -1.9783, 1.8579], [-2.4478, -2.4756, 1.9987], [-2.9252, -3.3647, 1.0511], [-2.1011, -3.7557, 0.0089], [-0.8314, -3.2183, -0.0772], [-0.3845, -2.3411, 0.8175], [4.7319, -0.7907, 3.7679], [3.6281, 0.2508, 4.6118], [0.2326, -2.1664, 5.2142], [-0.7884, -1.6727, 7.4111], [-2.6231, -0.0280, 7.5798], [-3.4493, 1.1189, 5.5530], [-2.4396, 0.6164, 3.3510], [-3.0434, -2.1736, 2.8486], [-3.9278, -3.7614, 1.1333], [-2.4287, -4.4661, -0.7359], [-0.1459, -3.4934, -0.8658], [-0.2677, 0.4994, -0.2716], [-0.8900, -0.0615, -1.9896], [-1.8844, 0.7123, -2.5874], [-2.3697, 0.3814, -3.8430], [-1.8798, -0.7292, -4.5188], [-0.8922, -1.5023, -3.9267], [-0.3970, -1.1679, -2.6721], [-2.2811, 1.5767, -2.0683], [-3.1410, 0.9934, -4.2931], [-2.2674, -0.9906, -5.4945], [-0.5028, -2.3736, -4.4404], [0.3975, -1.7605, -2.2339], [2.6016, 2.8172, -0.5720], [2.2957, 2.1317, -1.8163], [2.4250, 0.8258, -2.0581], [3.0985, -0.4948, -0.8742], [2.0470, 0.5937, -3.3195], [1.6015, 1.7671, -3.9080], [1.0605, 2.0428, -5.1554], [0.6978, 3.3546, -5.3913], [0.8671, 4.3518, -4.4214], [1.4036, 4.0731, -3.1789], [1.7647, 2.7532, -2.9428], [2.7624, 2.0769, 0.2049], [1.7541, 3.4417, -0.2980], [3.4960, 3.4257, -0.6977], [2.0494, -0.3242, -3.7325], [0.9237, 1.2717, -5.9008], [0.2702, 3.6212, -6.3482], [0.5690, 5.3649, -4.6537], [1.5326, 4.8438, -2.4318]], "atomic_forces_ev_per_a": [[-0.148, 0.404, -0.290], [0.001, -0.005, 0.066], [0.052, -0.051, -0.110], [-0.108, -0.179, 0.252], [0.111, 0.026, -0.021], [0.219, -0.051, -0.219], [-0.133, -0.102, 0.007], [-0.004, -0.012, 0.064], [0.004, 0.029, -0.003], [0.009, -0.002, 0.001], [-0.004, 0.000, 0.004], [0.002, 0.005, -0.007], [-0.016, -0.008, -0.009], [-0.047, 0.055, -0.057], [-0.004, -0.020, 0.093], [-0.041, -0.018, 0.007], [-0.004, -0.030, -0.031], [0.072, -0.012, 0.004], [0.204, 0.131, 0.038], [0.003, 0.020, -0.032], [0.008, 0.001, 0.007], [-0.004, -0.002, -0.002], [0.000, 0.003, -0.004], [-0.001, -0.002, -0.006], [0.005, 0.000, 0.001], [-0.001, -0.003, 0.001], [-0.006, 0.015, -0.015], [0.002, -0.001, 0.006], [0.002, 0.000, 0.006], [-0.012, 0.030, -0.027], [-0.056, -0.093, 0.068], [-0.010, 0.039, 0.030], [-0.010, -0.013, -0.036], [-0.001, -0.004, -0.003], [-0.002, 0.012, -0.019], [0.017, -0.011, -0.019], [0.009, -0.046, -0.005], [0.011, -0.009, 0.005], [0.004, -0.004, -0.001], [0.000, 0.000, 0.007], [-0.008, 0.005, -0.001], [0.011, -0.013, 0.020], [-0.055, -0.021, -0.014], [0.079, 0.055, 0.035], [-0.048, -0.017, 0.048], [-0.045, -0.056, 0.158], [0.089, -0.068, -0.015], [-0.054, 0.021, 0.003], [0.010, 0.001, -0.030], [-0.006, -0.035, -0.028], [0.011, 0.032, 0.034], [0.001, 0.012, -0.006], [-0.014, 0.012, -0.016], [0.014, -0.011, 0.016], [-0.005, 0.000, 0.006], [-0.013, 0.013, 0.012], [-0.091, -0.004, 0.012], [-0.004, -0.005, 0.006], [0.003, -0.008, 0.003], [0.003, -0.003, 0.008], [-0.002, -0.002, -0.002]], "mulliken_charge": [0.090, -0.411, 0.702, -0.340, -1.517, 1.183, 0.089, -0.691, 0.011, -0.818, -0.394, -0.755, -0.003, 0.998, -0.216, -0.687, -0.731, -0.430, -0.013, 0.197, 0.246, 0.490, 0.402, 0.408, 0.414, 0.476, 0.519, 0.467, 0.454, 0.614, -0.097, 0.628, -0.745, -0.627, -0.604, -0.865, -0.236, 0.448, 0.423, 0.439, 0.456, 0.526, -1.019, 0.417, -0.435, -0.119, 0.247, 0.395, -0.881, -0.566, -0.660, -0.758, 0.811, 0.255, 0.363, 0.350, 0.368, 0.465, 0.415, 0.414, 0.439], "total_charge": 1, "orbital_gap_ev": 6.448, "energy_ev": -181861.4967, "spin_multiplicity": 1}


No. 4
{"formula": "C2H3N3S2", "method": "ωB97M-V/def2-TZVPD", "symbols": ["C", "C", "N", "N", "N", "S", "S", "H", "H", "H"], "coordinates": [[0.6617, 0.5545, -0.6424], [-0.3801, 0.2172, -1.4129], [0.5316, 1.0925, 0.6391], [-0.3816, 0.4310, 1.2682], [-0.8683, -0.7542, 0.6798], [1.9255, -0.5389, -0.1428], [0.3513, -1.7770, 0.9566], [-1.2636, 0.8337, -1.4316], [-0.2856, -0.5123, -2.1986], [-0.2909, 0.4536, 2.2846]], "atomic_forces_ev_per_a": [[0.765, -0.709, -0.669], [0.249, 0.582, -0.245], [-0.635, 0.663, 0.844], [0.660, 0.316, 0.035], [-1.322, -0.324, -0.113], [-0.401, -0.020, -0.284], [0.777, -0.392, 0.283], [-0.204, 0.018, 0.219], [0.123, -0.199, -0.026], [-0.013, 0.063, -0.045]], "mulliken_charge": [0.379, -0.363, -0.369, 0.176, -0.478, -0.160, 0.025, 0.240, 0.257, 0.292], "orbital_gap_ev": [7.749, 7.748], "energy_ev": -28258.0391, "spin_multiplicity": 1}


We obtain energy relative to the best compared isomer or geometry (same formula, charge and spin) values of 42.6; 8.1; 1.3; 109.1 kcal per mole for the records listed above, in that order.